Computed, not measured: an isolated ion of composition C6H11N2 and charge +1 at a distorted geometry, with the ωB97M-V functional and the def2-TZVPD basis.

Computed properties:
Net charge: +1
Highest occupied orbital energy (alpha / beta), eV: -14.2 / -12.6
Energy, eV: -9368.24310
LUMO energy (alpha / beta), hartree: -0.148 / -0.195
Orbital gap (alpha / beta), eV: 10.134 / 7.308

```
19
Properties=species:S:1:pos:R:3:forces:R:3:mulliken_charge:R:1
H -2.982 0.351 0.548 -0.1056 0.0921 0.0308 0.362
H -1.082 1.589 -0.420 0.1820 0.0322 0.0783 0.443
H 3.948 -0.653 0.165 -0.0353 0.0573 -0.0173 0.266
N 0.807 0.899 0.279 0.3117 -0.1102 0.1007 -0.104
H -3.041 -0.178 -1.143 -0.1425 0.0657 -0.0805 0.346
C -0.567 -1.631 0.136 1.5485 0.3609 -0.1823 -0.610
H -0.116 0.673 -1.603 -0.0141 0.1538 0.1780 0.286
H 0.951 1.894 0.486 0.0561 -0.2407 0.0099 0.387
H -3.128 -1.370 0.160 -0.0356 -0.0033 -0.0258 0.380
C -0.428 0.727 -0.555 -0.3589 -0.2446 -0.4487 -0.612
C 2.878 -0.631 0.362 0.4248 0.5748 0.3463 -0.384
H 2.621 -0.947 1.368 -0.1243 -0.1151 0.0176 0.234
H 2.482 1.082 -1.043 -0.0811 -0.0737 -0.1000 0.460
C -1.173 -0.535 -0.174 -0.6195 0.1735 0.1415 0.667
N 2.038 -1.014 -0.720 -1.1903 -1.1534 -0.5775 -0.318
H -0.524 -2.654 0.404 -0.2253 -0.5250 0.1484 0.381
C 2.051 0.355 -0.363 0.3575 0.8034 0.7013 -0.226
H 0.659 0.403 1.171 -0.0182 0.1512 -0.2311 0.409
C -2.680 -0.430 -0.148 0.0701 0.0011 -0.0895 -1.367
```
Positions in Å, forces in eV/Å.

---

Computed, not measured: an isolated ion of composition C6H11N2 and charge +1 at a distorted geometry, with the ωB97M-V functional and the def2-TZVPD basis.

Computed properties:
Net charge: +1
Highest occupied orbital energy, eV: -14.0
Energy, eV: -9369.81652
LUMO energy, hartree: -0.160
Orbital gap, eV: 9.633

```
19
Properties=species:S:1:pos:R:3:forces:R:3:mulliken_charge:R:1
H 0.577 2.024 1.788 0.4816 0.1469 -0.0818 0.500
H -1.687 -0.077 1.894 0.9723 0.1643 0.7652 0.425
H 1.256 -2.206 0.676 -1.5914 0.3429 -0.2819 0.347
H 1.787 0.770 -1.352 0.7859 -0.1131 -0.3211 0.354
H -1.914 1.868 -0.555 -0.4964 0.8108 -0.3284 0.341
H 2.923 1.149 -0.028 1.0972 0.5809 0.3424 0.370
C 2.216 0.460 -0.394 -1.4987 -0.5320 -0.6077 -0.731
C -2.141 0.902 -0.973 2.1082 0.8902 -0.8849 -0.762
H -3.177 0.733 -1.088 -1.1890 -0.6082 0.7686 0.270
H -0.430 -2.728 0.378 -1.4329 -1.2738 0.5062 0.370
C 0.374 1.124 1.229 -1.5285 -0.0661 0.8718 -0.258
C -0.905 0.200 1.190 -1.1750 0.8682 1.0077 -0.229
N 1.039 0.440 0.405 -1.6281 0.0272 0.0154 0.030
H 2.484 -0.592 -0.410 0.8481 0.2097 -0.3579 0.251
H 0.671 -2.289 -0.915 -0.4878 0.1083 -0.6722 0.394
C 0.294 -2.055 0.069 2.6604 2.2993 0.6248 -1.482
N -1.388 0.013 -0.143 0.8250 -1.1106 0.7758 -0.164
H -1.779 0.855 -1.985 0.4324 0.1154 -0.4845 0.330
C -0.201 -0.592 0.215 0.8168 -2.8603 -1.6575 0.643
```
Positions in Å, forces in eV/Å.

---

Computed, not measured: an isolated ion of composition C6H11N2O and charge +1 at a distorted geometry, with the ωB97M-V functional and the def2-TZVPD basis.

Computed properties:
Net charge: +1
Highest occupied orbital energy, eV: -12.3
Energy, eV: -11418.22671
LUMO energy, hartree: -0.105
Orbital gap, eV: 9.415

```
20
Properties=species:S:1:pos:R:3:forces:R:3:mulliken_charge:R:1
H 0.696 -1.896 -3.335 0.2346 2.3480 1.6239 0.395
H -0.371 -1.550 1.541 -0.2436 2.5477 -0.9800 0.315
O 0.443 -1.091 -2.741 -0.3265 -1.8768 -1.2712 -0.526
C 1.087 0.408 0.412 -0.3997 0.8483 -0.5783 -0.871
H -3.166 -0.418 1.201 -0.2086 1.0391 -0.5291 0.373
H 1.238 -0.589 0.562 1.7794 -2.7254 0.5734 0.305
H -2.289 -0.853 2.754 -0.8293 0.4726 -0.1911 0.383
C -0.355 0.461 0.817 1.4327 -0.8166 -0.9029 0.891
N -0.925 1.578 0.434 -0.7572 -2.7109 0.9966 -0.293
H 3.573 0.017 -1.681 -0.4565 0.3424 -0.4132 0.326
H 1.783 1.058 0.941 -0.3337 -0.1289 0.5387 0.311
C 1.333 -0.330 -2.141 1.2965 0.7867 0.2779 0.278
C -2.362 -0.930 1.663 2.2902 -2.0883 1.2736 -0.915
H -0.316 2.278 0.243 1.9379 2.5502 -0.9510 0.203
H -2.553 -2.034 1.519 0.4052 1.2095 -0.2917 0.276
C 1.316 0.695 -1.078 -0.6826 2.6231 -0.3009 -0.007
H 1.060 1.813 -1.268 0.0805 -1.7196 -0.1008 0.169
C 2.506 0.194 -1.825 -0.4196 -1.9914 0.0494 -0.543
N -0.897 -0.654 1.268 -1.9145 -1.4231 0.4961 -0.282
H -1.799 1.840 0.714 -2.8855 0.7133 0.6805 0.211
```
Positions in Å, forces in eV/Å.

---

Computed, not measured: an isolated ion of composition C6H11N2S and charge +1 at a distorted geometry, with the ωB97M-V functional and the def2-TZVPD basis.

Computed properties:
Net charge: +1
Highest occupied orbital energy (alpha / beta), eV: -8.5 / -13.1
Expectation value of S²: 2.008
Multiplicity: 3
Energy, eV: -20203.98401
LUMO energy (alpha / beta), hartree: -0.107 / -0.275
Orbital gap (alpha / beta), eV: 5.613 / 5.608

```
20
Properties=species:S:1:pos:R:3:forces:R:3:lowdin_spin:R:1
C -1.128 2.876 -0.310 -0.6893 -3.6531 -2.2872 0.003
H -0.478 3.565 0.107 0.5416 1.6460 1.3843 0.001
C -0.446 1.506 -0.261 -2.4367 1.7032 2.3476 0.033
C 0.209 -0.382 0.646 1.1873 -4.8978 4.3623 0.229
N 0.751 -0.331 -0.579 0.1117 0.2292 -1.2429 0.116
H 0.716 1.335 -2.052 -0.3599 -0.8748 1.0116 0.002
C 1.635 -1.296 -1.216 -1.5986 1.5076 -3.0002 0.010
H 1.007 -1.926 1.931 2.6736 -1.3470 0.5146 0.021
H -2.152 2.672 0.072 0.6976 1.0963 -0.0300 0.001
C 0.334 0.899 -1.096 2.7697 -0.2310 -3.7270 0.039
H 2.637 -1.167 -1.005 2.0965 0.3861 0.7790 0.004
H 1.539 -1.292 -2.362 -0.0382 0.6989 1.6302 0.001
H -1.153 3.067 -1.406 -0.4252 0.2937 0.7672 0.001
S -0.733 -2.892 0.684 -1.4773 -2.9061 -1.8420 1.100
H -1.229 0.876 1.678 2.0232 -0.9442 -2.2092 0.003
C 0.106 -1.556 1.642 1.2121 4.8026 -3.4362 0.239
H 1.317 -2.255 -1.046 -0.5926 -2.3639 1.0417 0.002
H -1.905 -3.053 1.290 -0.4252 -0.0313 0.1943 0.067
H -0.422 -1.270 2.464 -1.6167 0.7618 2.1669 0.006
N -0.604 0.622 0.820 -3.6536 4.1238 1.5752 0.122
```
Positions in Å, forces in eV/Å.

---

Computed, not measured: a 2-piece molecular cluster, C6H11N2S overall at a distorted geometry, with the ωB97M-V functional and the def2-TZVPD basis.

Computed properties:
Net charge: +1
Highest occupied orbital energy (alpha / beta), eV: -9.2 / -12.8
Expectation value of S²: 2.015
Multiplicity: 3
Energy, eV: -20203.58245
LUMO energy (alpha / beta), hartree: -0.121 / -0.294
Orbital gap (alpha / beta), eV: 5.932 / 4.785

```
20
Properties=species:S:1:pos:R:3:forces:R:3:lowdin_spin:R:1
C -0.759 1.616 -0.668 -0.2294 0.3099 1.3875 0.033
C 0.809 -1.282 0.755 2.4184 0.9820 0.3491 0.205
H -2.915 0.200 -0.586 -0.3864 0.1670 -0.3170 0.000
C -0.390 0.283 -0.094 -1.7823 1.9839 -1.8846 0.194
C -0.476 -1.725 0.674 -4.7703 -2.7021 0.1616 0.354
C -2.663 -0.751 -0.160 -2.1013 -0.7799 2.3112 -0.001
H -3.214 -0.783 0.932 1.0061 -0.3304 -3.0206 -0.002
S 3.683 -0.254 -0.366 0.8129 -0.8543 -1.1694 0.240
H 2.404 1.469 -1.116 -0.6836 1.0988 -0.9200 0.031
H -0.229 2.432 -0.094 -0.6173 -0.8764 -0.6420 0.008
H 3.716 -0.245 0.903 0.9299 -0.9291 2.2804 0.004
H -2.919 -1.575 -0.881 0.0691 0.7758 1.0678 -0.001
N 0.801 -0.071 0.229 1.8723 -1.1004 1.3323 0.230
H 1.721 -1.785 1.138 -0.8956 0.4077 -0.4778 0.007
H -1.847 1.699 -0.572 0.3790 0.5608 0.0381 0.001
C 2.596 1.011 -0.197 0.9800 2.3232 0.3861 0.619
H -0.536 1.744 -1.727 0.3521 -0.3464 -0.0294 0.015
N -1.260 -0.718 0.105 1.4642 -2.3691 0.9020 0.035
H 2.396 1.493 0.781 0.4683 -0.2535 -1.1155 0.018
H -0.916 -2.757 0.945 0.7138 1.9323 -0.6396 0.011
```
Positions in Å, forces in eV/Å.

---

Computed, not measured: C6H11N3 as an isolated structure at a distorted geometry, with the ωB97M-V functional and the def2-TZVPD basis.

Computed properties:
Net charge: 0
Highest occupied orbital energy, eV: -8.6
Energy, eV: -10867.82079
LUMO energy, hartree: 0.038
Orbital gap, eV: 9.617

```
20
Properties=species:S:1:pos:R:3:forces:R:3:mulliken_charge:R:1
H 3.390 0.211 -0.456 -0.3175 -0.0366 0.0737 0.240
C 1.228 0.617 -0.690 0.1686 0.3902 -0.8617 -0.481
N -1.056 1.788 -0.183 0.8882 1.6701 0.1807 -0.749
C 2.418 0.155 0.034 -0.2776 -0.3851 0.0844 -0.233
H 0.620 0.230 2.089 0.6929 -0.0138 0.5039 0.289
H -0.532 -0.685 -1.745 -0.4678 -0.1011 0.9005 0.385
H 0.238 -2.301 0.434 0.4016 0.2475 0.0887 0.483
H -1.056 -0.232 1.735 0.1966 -0.2046 -0.1969 0.375
C -0.124 0.695 -0.041 -2.6514 0.1518 1.3771 0.349
C 0.328 -1.227 0.228 -1.0604 -1.0971 1.4723 -0.218
N -2.156 -0.800 -0.244 0.2327 -1.0889 -0.9803 -0.651
H -2.212 -1.824 -0.179 -0.4319 0.4305 0.2742 0.265
H -1.984 1.535 0.149 0.3934 -0.3176 -0.0626 0.286
H -2.785 -0.588 -1.036 0.5915 0.0765 0.5328 0.261
N 1.511 -0.860 -0.558 0.5447 0.9166 -0.0925 -0.520
C -0.757 -0.592 -0.645 0.4294 0.5345 -1.1040 -0.092
H 2.434 0.252 1.096 0.1511 0.0107 0.5614 0.208
C -0.050 -0.116 1.336 0.6456 -0.1664 -2.5412 -0.832
H -0.791 2.636 0.344 -0.0364 -0.6487 -0.4345 0.259
H 1.336 1.105 -1.665 -0.0934 -0.3683 0.2240 0.376
```
Positions in Å, forces in eV/Å.

---

Computed, not measured: C6H11N3 as an isolated structure at a distorted geometry, with the ωB97M-V functional and the def2-TZVPD basis.

Computed properties:
Net charge: 0
Highest occupied orbital energy, eV: -7.6
Energy, eV: -10867.14756
LUMO energy, hartree: 0.040
Orbital gap, eV: 8.660

```
20
Properties=species:S:1:pos:R:3:forces:R:3:mulliken_charge:R:1
H -3.562 -1.661 -0.160 0.1456 -0.0523 0.1455 0.258
H 0.855 2.644 1.043 -0.0449 -0.0288 0.0222 0.427
H 0.268 -1.854 1.194 0.0488 -0.1494 -0.0044 0.371
C 0.073 -0.297 -0.560 -1.7972 0.5267 -0.3041 0.784
N -0.270 -0.773 -1.827 0.0908 -1.0582 -0.7026 -0.478
C 2.317 0.554 0.005 -0.2108 0.0148 -0.1425 -1.451
N -1.529 -0.367 -1.049 1.8903 1.0694 0.2006 -0.527
C 0.250 1.756 0.842 0.0920 -0.0264 -0.1210 -1.502
C 0.866 0.950 -0.305 -0.3261 0.1928 0.1480 0.607
H 2.749 -0.028 -0.810 0.0518 -0.0197 0.0058 0.372
H 0.853 1.562 -1.214 -0.0083 -0.0414 0.0120 0.269
H 0.207 1.149 1.748 0.0071 0.0444 -0.0148 0.329
C -0.309 -1.309 0.471 -0.5348 -0.3747 0.1064 -0.973
H -0.764 2.069 0.589 0.0588 -0.0240 0.0306 0.359
H -0.151 -0.041 -2.530 -0.1244 0.1095 0.1499 0.325
H 2.361 -0.043 0.916 0.0158 -0.0289 0.0515 0.320
H -2.835 -2.398 1.212 0.0166 0.0800 -0.2309 0.244
C -1.574 -1.353 -0.004 0.7854 -0.2122 0.8012 0.320
H 2.922 1.448 0.150 0.0083 -0.0047 0.0138 0.399
N -2.726 -2.007 0.288 -0.1648 -0.0168 -0.1675 -0.454
```
Positions in Å, forces in eV/Å.

---

Computed, not measured: one molecule with the formula C6H11N3 at a distorted geometry, with the ωB97M-V functional and the def2-TZVPD basis.

Computed properties:
Net charge: 0
Highest occupied orbital energy, eV: -8.2
Energy, eV: -10865.36197
LUMO energy, hartree: 0.035
Orbital gap, eV: 9.170

```
20
Properties=species:S:1:pos:R:3:forces:R:3:mulliken_charge:R:1
H -1.822 0.975 1.510 0.6505 0.0698 -1.5869 0.247
C 2.896 -0.441 -0.100 -1.4135 -1.4361 -1.5241 -0.401
H 0.734 2.098 0.367 0.3877 0.2878 1.0069 0.317
H 3.641 -0.121 0.589 0.4544 0.4588 0.2300 0.283
C 0.064 -0.982 0.310 0.8006 -0.9268 -0.6348 -0.720
H -3.724 -1.099 -0.955 0.1535 -0.5986 -0.1115 0.231
H 1.275 -0.130 -1.405 0.3922 -0.9423 -1.6818 0.145
H 1.614 -0.096 1.474 -0.1396 1.2653 1.5713 0.226
C -2.844 0.127 0.059 0.6841 -1.4227 -1.3618 -0.095
H 3.229 -1.223 -0.848 -0.3218 1.1993 0.9333 0.212
N -1.717 0.791 0.459 0.0810 0.8546 2.2520 -0.611
N -2.753 -0.921 -0.690 -1.2239 1.4229 0.4426 -0.560
H 0.248 2.042 -1.267 0.5736 -1.5630 0.7814 0.263
C 0.618 1.367 -0.405 -2.0137 1.8502 -0.2804 -0.690
N -0.507 0.362 -0.005 1.0777 -0.1780 -0.4931 0.312
H -3.763 0.595 0.411 -0.0584 -0.0808 0.0857 0.357
H -0.388 -1.546 1.152 0.0757 1.0037 -0.0165 0.382
C 1.749 0.427 -0.650 -0.6823 -0.2339 1.0237 0.066
C 1.509 -0.510 0.526 0.3485 -1.8933 -1.0524 -0.125
H -0.058 -1.715 -0.533 0.1737 0.8630 0.4163 0.160
```
Positions in Å, forces in eV/Å.

---

Computed, not measured: one molecule with the formula C6H11N3O at a distorted geometry, with the ωB97M-V functional and the def2-TZVPD basis.

Computed properties:
Net charge: 0
Highest occupied orbital energy, eV: -8.6
Energy, eV: -12914.80481
LUMO energy, hartree: 0.030
Orbital gap, eV: 9.472

```
21
Properties=species:S:1:pos:R:3:forces:R:3:mulliken_charge:R:1
N -1.063 -2.383 -2.363 -1.0029 0.0037 -1.4648 -0.622
C 1.858 1.663 -0.075 -1.2261 2.9056 3.1349 -1.062
H -0.756 1.726 1.545 -0.1454 -0.0759 -0.9882 0.247
H 2.599 1.490 -0.763 2.1083 -0.5333 -1.4008 0.410
H -0.147 -1.584 1.755 0.6613 0.7748 1.7459 0.405
C -0.423 -2.059 -1.393 -0.6737 -0.6816 -1.4215 0.649
C -0.417 -2.253 1.007 0.5145 -0.0098 -1.6629 -1.575
O 2.358 -1.017 -0.293 2.0358 0.5062 -0.1846 -0.567
H 1.465 2.736 -0.265 0.3640 -2.0278 0.3261 0.268
H -0.069 -3.257 1.153 0.7091 -0.3089 0.2712 0.360
N 0.811 0.682 -0.171 0.3809 1.8184 -1.6815 0.369
H -0.754 -3.136 -2.960 0.2502 -0.2300 0.0850 0.280
H -0.849 0.913 -1.414 0.1242 -0.1965 0.7981 0.273
H -1.668 0.319 0.830 0.1536 0.7262 0.0978 0.163
C 1.255 -0.582 -0.365 -4.4854 -2.2620 1.1398 0.454
H 2.232 1.653 1.003 0.0571 0.0468 -1.5060 0.298
H -1.469 -2.338 1.030 -1.3889 0.1110 -0.1601 0.405
H -2.084 2.027 0.276 0.2746 -0.6458 1.1944 0.319
C 0.056 -1.631 -0.307 1.6705 1.3540 1.7451 0.015
N -0.428 1.352 -0.587 1.2258 -1.5167 1.5754 -0.497
C -1.266 1.341 0.635 -1.6074 0.2417 -1.6433 -0.592
```
Positions in Å, forces in eV/Å.

---

Computed, not measured: a 2-piece molecular cluster, C6H11N3O overall at a distorted geometry, with the ωB97M-V functional and the def2-TZVPD basis.

Computed properties:
Net charge: 0
Highest occupied orbital energy, eV: -8.9
Energy, eV: -12915.37291
LUMO energy, hartree: 0.029
Orbital gap, eV: 9.634

```
21
Properties=species:S:1:pos:R:3:forces:R:3:mulliken_charge:R:1
H 1.228 1.816 0.917 0.3175 0.3605 0.8121 0.252
H 0.426 -1.720 1.192 -0.0126 0.0132 -0.1743 0.297
N -0.340 1.383 -0.817 -0.0456 0.3274 -0.2439 -0.534
C -1.591 -0.518 -0.001 -0.1842 -0.0986 -0.0546 -0.326
C 1.818 0.402 -0.250 0.3208 -1.9323 3.7999 0.071
C -1.568 0.968 -0.166 -0.3071 -0.0183 0.0202 -0.092
H -0.581 -1.575 -1.546 0.1163 0.1580 0.1679 0.396
H -2.454 1.544 -0.429 0.2637 -0.1541 0.1002 0.384
C 0.521 0.216 -0.999 0.8693 0.5684 -1.1014 0.253
C -0.316 -1.075 -0.605 0.1017 -0.2513 0.1604 -0.228
O 2.779 -0.461 -0.220 0.5613 -0.2051 -0.7736 -0.705
H -0.552 1.814 -1.709 0.0107 -0.0591 0.1481 0.329
C -1.437 0.381 1.208 0.0120 0.0246 0.2253 -0.857
H -2.505 -1.102 -0.115 0.3033 0.1580 0.0416 0.388
N 1.938 1.089 0.869 -0.4782 0.5375 -1.3044 -0.631
H -2.297 0.461 1.873 0.2419 -0.0279 -0.1922 0.282
H -0.468 0.434 1.709 -0.2699 -0.0081 -0.1937 0.211
N 0.300 -2.073 0.247 0.0595 0.0705 0.0267 -0.689
H 1.217 -2.335 -0.101 -0.0826 0.0567 0.0600 0.330
H 0.837 0.119 -2.047 -0.3229 0.0007 0.0366 0.315
H 3.047 0.230 0.988 -1.4749 0.4792 -1.5610 0.554
```
Positions in Å, forces in eV/Å.